{
  "formula": "C5H3NO",
  "method": "ωB97M-V/def2-TZVPD",
  "symbols": ["N", "C", "C", "C", "O", "C", "C", "H", "H", "H"],
  "xyz": [[3.096033, -0.818841, 0.042408], [1.987351, -0.483918, 0.038281], [0.619007, -0.076916, 0.027701], [0.160528, 1.202040, 0.129514], [-1.181680, 1.219485, 0.071903], [-1.599334, -0.067312, -0.073791], [-0.544837, -0.912333, -0.106286], [0.660266, 2.153739, 0.237460], [-2.667071, -0.210643, -0.144677], [-0.564164, -1.987879, -0.212401]],
  "forces_ev_per_angstrom": [[-1.1, 0.3, 0.0], [0.9, -0.3, 0.0], [-0.1, 0.2, 0.0], [0.2, -0.1, 0.0], [0.0, 0.0, 0.0], [0.0, -0.2, 0.0], [-0.1, 0.0, 0.0], [-0.1, -0.2, 0.0], [0.2, 0.0, 0.0], [0.0, 0.2, 0.0]],
  "e_above_lowest_ev": 0.000,
  "largest_force_ev_per_a": 1.13,
  "smiles": "N#Cc1ccoc1",
  "spin_multiplicity": 1,
  "orbital_gap_ev": 10.5,
  "homo_ha": -0.355,
  "e_tot_ha": -322.29178
}

---

{
  "formula": "C5H3NO",
  "method": "ωB97M-V/def2-TZVPD",
  "symbols": ["C", "C", "C", "C", "O", "N", "C", "H", "H", "H"],
  "xyz": [[2.553165, 0.072082, 0.324338], [1.360939, 0.195984, 0.208243], [-0.051020, 0.134339, 0.024164], [-1.051241, 1.053597, 0.088281], [-2.224356, 0.473396, -0.175621], [-2.032745, -0.868006, -0.426314], [-0.752731, -1.063474, -0.307908], [3.607568, -0.068958, 0.418436], [-1.091706, 2.114618, 0.300836], [-0.317876, -2.043581, -0.454451]],
  "forces_ev_per_angstrom": [[-0.4, 0.0, 0.0], [0.4, 0.0, 0.0], [0.0, 0.0, 0.0], [0.1, 0.1, 0.0], [0.0, 0.2, 0.0], [0.3, -0.2, 0.0], [-0.1, -0.1, 0.0], [-0.2, 0.1, 0.0], [0.1, -0.2, 0.0], [-0.2, 0.1, 0.0]],
  "e_above_lowest_ev": 2.390,
  "largest_force_ev_per_a": 0.43,
  "smiles": "C#Cc1cnoc1",
  "spin_multiplicity": 1,
  "orbital_gap_ev": 10.4,
  "homo_ha": -0.350,
  "e_tot_ha": -322.20396
}

---

{
  "formula": "C5H3NO",
  "method": "ωB97M-V/def2-TZVPD",
  "symbols": ["C", "C", "C", "C", "C", "N", "O", "H", "H", "H"],
  "xyz": [[1.965468, -1.041691, -0.267851], [2.055874, 0.349604, -0.290085], [0.718531, -1.505814, 0.072352], [-1.400456, -0.068458, 0.098084], [-2.340153, 0.757049, 0.332003], [-0.315954, -0.496625, -0.189042], [1.825688, 1.488059, -0.336292], [2.931614, -1.682282, -0.107260], [-2.169634, 1.813813, 0.016640], [-3.270974, 0.386342, 0.671449]],
  "forces_ev_per_angstrom": [[4.3, 1.0, 0.8], [-1.1, 0.4, -0.6], [-4.2, 2.4, -0.8], [2.3, -0.1, -0.2], [-1.6, 2.3, -0.2], [2.8, -4.3, 0.6], [0.9, -2.2, 0.2], [-2.1, 1.4, -0.5], [-0.4, -1.0, 0.6], [-0.9, 0.1, 0.2]],
  "e_above_lowest_ev": 4.354,
  "largest_force_ev_per_a": 5.19,
  "spin_multiplicity": 1,
  "orbital_gap_ev": 8.3,
  "homo_ha": -0.314,
  "e_tot_ha": -322.13178
}

---

{
  "formula": "C5H3NO5Ti",
  "method": "ωB97M-V/def2-TZVPD",
  "symbols": ["O", "C", "Ti", "O", "C", "C", "O", "C", "O", "C", "O", "N", "H", "H", "H"],
  "xyz": [[-3.660829, -0.813079, 1.473202], [-2.629865, -0.584093, 1.058329], [0.000000, 0.000000, 0.000000], [-0.494594, -1.771125, -2.447190], [-0.345831, -1.113832, -1.513070], [1.667423, 0.370515, -0.670931], [2.719634, 0.604352, -1.094347], [0.725705, -1.498231, 0.937076], [1.221680, -2.386475, 1.477296], [-0.699227, 1.504463, -0.947374], [-1.060829, 2.422692, -1.541242], [0.308461, 1.189848, 1.662649], [0.196164, 0.625244, 2.534224], [-0.391015, 1.965021, 1.688595], [1.266916, 1.605269, 1.656217]],
  "forces_ev_per_angstrom": [[2.5, 0.6, -1.0], [-1.9, -0.5, 0.7], [-6.4, 0.6, 5.8], [0.5, 2.3, 3.4], [-1.4, -5.6, -7.9], [10.4, 2.2, -4.4], [-4.0, -0.9, 1.7], [3.5, -6.9, 4.2], [-1.7, 2.9, -1.8], [-3.0, 6.9, -4.5], [1.2, -3.0, 2.0], [0.1, 1.0, 1.5], [0.3, 0.9, -0.5], [0.9, -0.5, 0.4], [-0.9, -0.1, 0.5]],
  "largest_force_ev_per_a": 11.55,
  "spin_multiplicity": 3,
  "orbital_gap_ev": [6.9, 10.8],
  "homo_ha": [-0.690, -0.823],
  "s_squared": 2.013,
  "e_tot_ha": -1471.99920,
  "total_charge": 2
}

---

{
  "formula": "C5H3NO6",
  "method": "ωB97M-V/def2-TZVPD",
  "symbols": ["C", "C", "C", "C", "C", "N", "O", "O", "O", "O", "O", "O", "H", "H", "H"],
  "xyz": [[-1.533368, 0.122964, 0.628811], [2.207089, -1.392457, -0.164269], [-0.021884, 1.789620, -0.481278], [0.993079, -0.669736, 0.558988], [0.285662, 0.600187, 0.350274], [-1.936235, -0.166641, -0.628506], [3.262021, -0.749434, -0.352180], [-0.470170, 1.491463, -1.642043], [-2.124879, -0.140279, 1.663202], [1.921252, -2.538371, -0.496215], [0.054174, 2.922654, -0.021888], [1.112678, 0.443021, 1.466993], [0.276918, -1.491992, 1.095085], [-1.239521, 0.395425, -1.232434], [-2.786809, -0.616417, -0.744546]],
  "forces_ev_per_angstrom": [[1.5, -0.8, -0.8], [0.0, 2.0, 0.1], [1.0, 0.6, -1.4], [-1.2, -2.3, 1.2], [-3.0, -1.6, 2.2], [2.1, 1.0, 2.0], [-0.2, 0.0, 0.3], [0.5, 0.2, -0.2], [0.4, 0.4, 0.2], [-0.3, -1.5, -0.3], [0.3, 0.5, 0.7], [-0.2, 0.8, -0.5], [1.7, 1.7, -1.6], [-1.0, -0.4, -1.5], [-1.7, -0.7, -0.4]],
  "e_above_lowest_ev": 1.713,
  "largest_force_ev_per_a": 4.04,
  "spin_multiplicity": 1,
  "orbital_gap_ev": 7.7,
  "homo_ha": -0.047,
  "e_tot_ha": -698.49812,
  "total_charge": -2
}

---

{
  "formula": "C5H3NOS",
  "method": "ωB97M-V/def2-TZVPD",
  "symbols": ["C", "C", "C", "C", "C", "H", "H", "H", "N", "O", "S"],
  "xyz": [[-1.633639, -0.842439, -0.122788], [-0.448937, -0.356906, 0.069480], [0.687376, -0.276883, -0.871519], [1.580580, 0.782911, -0.190460], [-0.036976, 0.785956, 1.138674], [-2.494302, -0.430614, 0.604083], [-1.877310, -1.722602, -0.697607], [2.383933, 1.049261, -0.926680], [1.103965, 1.494673, 0.742549], [-0.512142, 0.653796, 2.308588], [1.247451, -1.137153, -2.054319]],
  "forces_ev_per_angstrom": [[-3.9, -0.1, 2.9], [2.4, 3.7, -0.6], [0.6, 0.0, 3.9], [-0.1, 0.7, -4.0], [-3.4, -3.9, 4.4], [2.0, -1.2, -1.6], [0.1, 0.3, -0.7], [0.1, 0.1, 1.6], [0.3, -0.3, 0.4], [1.9, 1.7, -4.5], [0.2, -0.9, -1.7]],
  "e_above_lowest_ev": 2.337,
  "largest_force_ev_per_a": 6.83,
  "smiles": "C=C1C(=O)N=CC1=S",
  "spin_multiplicity": 1,
  "orbital_gap_ev": 7.5,
  "homo_ha": -0.346,
  "e_tot_ha": -720.40484
}

---

{
  "formula": "C5H3NS2",
  "method": "ωB97M-V/def2-TZVPD",
  "symbols": ["C", "C", "C", "C", "C", "H", "H", "H", "N", "S", "S"],
  "xyz": [[-0.204011, -0.125045, 0.324353], [-0.386447, 0.723491, -0.919356], [-1.080119, 0.396305, 1.358761], [-1.790840, 0.903889, 2.184850], [1.196509, -0.120401, 0.792019], [0.236874, -2.077898, -0.999961], [-1.463091, 0.969460, -1.065548], [-2.420978, 1.324936, 2.955266], [2.290623, -0.192857, 1.175742], [-0.717622, -1.855839, -0.096028], [0.792763, 1.259843, -1.876704]],
  "forces_ev_per_angstrom": [[0.6, -0.1, -0.2], [-0.3, 0.6, -0.6], [-0.6, 0.3, 0.8], [0.0, -0.2, 0.0], [1.6, -0.4, 0.6], [0.2, 0.1, -0.1], [0.8, -0.2, -0.1], [0.4, -0.2, -0.5], [-1.7, 0.2, -0.6], [-0.4, 0.1, 0.3], [-0.6, -0.3, 0.4]],
  "e_above_lowest_ev": 0.018,
  "largest_force_ev_per_a": 1.84,
  "smiles": "C#C[C@](S)(C#N)C=S",
  "spin_multiplicity": 1,
  "orbital_gap_ev": 8.4,
  "homo_ha": -0.348,
  "e_tot_ha": -1043.33390
}

---

{
  "formula": "C5H3P",
  "method": "ωB97M-V/def2-TZVPD",
  "symbols": ["C", "C", "C", "C", "C", "P", "H", "H", "H"],
  "xyz": [[-0.420964, -0.282279, 0.946265], [-3.252330, -0.197664, -0.049164], [1.712771, 0.300714, -0.595708], [0.780244, -0.154399, 0.475329], [2.215841, -0.280140, 0.503870], [-1.750374, 0.381830, 0.127710], [1.585620, 0.568900, -1.634375], [3.035557, -0.543145, 0.987577], [-3.906366, 0.206184, -0.761502]],
  "forces_ev_per_angstrom": [[-0.8, -0.2, 0.5], [1.9, 0.0, 1.0], [-1.1, -1.6, 1.9], [2.7, 0.6, -0.9], [-4.1, 2.1, -3.4], [-1.5, -0.3, -0.5], [0.7, 0.3, 0.2], [3.5, -1.3, 2.1], [-1.2, 0.4, -0.8]],
  "e_above_lowest_ev": 2.596,
  "largest_force_ev_per_a": 5.75,
  "smiles": "C#P=C=C1C=C1",
  "spin_multiplicity": 1,
  "orbital_gap_ev": [7.3, 7.1],
  "homo_ha": [-0.295, -0.296],
  "e_tot_ha": -533.35352
}

---

{
  "formula": "C5H4",
  "method": "ωB97M-V/def2-TZVPD",
  "symbols": ["C", "C", "C", "C", "C", "H", "H", "H", "H"],
  "xyz": [[2.018180, -0.265253, 0.352819], [0.919446, -0.067592, -0.308862], [-0.204262, 0.545923, -0.597843], [-1.459894, 0.019810, -0.179304], [-2.513268, -0.460742, 0.150482], [2.856737, -0.939115, 0.196805], [1.980865, 0.553365, 1.061273], [-0.151704, 1.508296, -1.100143], [-3.446102, -0.894692, 0.424774]],
  "forces_ev_per_angstrom": [[-0.2, 0.3, -0.3], [-0.1, 0.2, 0.0], [0.0, -0.1, -0.2], [-0.6, -0.2, 0.1], [0.3, 0.2, -0.1], [-0.3, 0.3, 0.0], [1.0, -0.5, 0.9], [-0.2, -0.3, -0.3], [0.1, 0.1, 0.0]],
  "e_above_lowest_ev": 0.663,
  "largest_force_ev_per_a": 1.39,
  "smiles": "C#CC=C=C",
  "spin_multiplicity": 1,
  "orbital_gap_ev": 9.7,
  "homo_ha": -0.331,
  "e_tot_ha": -192.76977
}

---

{
  "formula": "C5H4",
  "method": "ωB97M-V/def2-TZVPD",
  "symbols": ["C", "C", "C", "C", "C", "H", "H", "H", "H"],
  "xyz": [[-0.504228, 1.136926, -0.410119], [-0.044866, -0.830869, 0.644687], [0.909622, -0.746519, -0.453205], [0.579005, 0.470987, 0.413591], [-0.493049, -0.390583, -0.622505], [-1.301776, 1.645325, -0.052251], [0.050083, 1.669608, -1.209992], [-1.157769, -1.396406, 2.151779], [1.578447, -1.089069, -1.177284]],
  "forces_ev_per_angstrom": [[4.0, -0.8, -3.0], [-2.6, -2.2, 5.1], [0.2, 0.7, 0.0], [-1.2, -1.3, -0.7], [-0.7, 2.2, 0.3], [-2.4, 1.2, 1.5], [-1.0, 0.0, 0.1], [2.5, 0.8, -3.0], [1.2, -0.6, -0.3]],
  "e_above_lowest_ev": 7.107,
  "largest_force_ev_per_a": 6.18,
  "spin_multiplicity": 1,
  "orbital_gap_ev": 9.0,
  "homo_ha": -0.358,
  "e_tot_ha": -192.53296
}

---

{
  "formula": "C5H4",
  "method": "ωB97M-V/def2-TZVPD",
  "symbols": ["C", "C", "C", "C", "C", "H", "H", "H", "H"],
  "xyz": [[0.839325, -0.765518, 0.654986], [-1.118812, 0.191899, -0.035032], [0.066280, 0.674601, -0.896510], [-0.146887, -0.712808, -0.505267], [0.163393, 0.570137, 0.577713], [0.513607, -1.301882, 1.536352], [1.991998, -0.601221, 0.458972], [-2.361687, 0.654364, -0.033585], [0.052784, 1.290427, -1.757629]],
  "forces_ev_per_angstrom": [[2.4, 0.4, 0.8], [-6.1, 3.5, 0.5], [-0.8, 0.4, -0.1], [2.1, -0.7, 0.2], [-0.3, -0.2, -1.4], [0.4, -0.6, 0.0], [-2.4, -1.1, 0.2], [4.4, -2.1, 0.1], [0.3, 0.4, -0.3]],
  "e_above_lowest_ev": 3.866,
  "largest_force_ev_per_a": 7.02,
  "smiles": "C1[C@]23[C@H]4[C@@H]2[C@@]143",
  "spin_multiplicity": 1,
  "orbital_gap_ev": 10.2,
  "homo_ha": -0.348,
  "e_tot_ha": -192.65207
}

---

{
  "formula": "C5H4",
  "method": "ωB97M-V/def2-TZVPD",
  "symbols": ["C", "C", "C", "C", "C", "H", "H", "H", "H"],
  "xyz": [[-0.118773, -1.079393, 0.472541], [0.985339, -1.503120, 0.874880], [-1.156987, -0.352295, -0.140475], [-0.372679, 0.616513, -0.582376], [0.873099, 0.175863, 0.216096], [-2.266115, -0.478573, -0.274539], [-0.577222, 1.412471, -1.193857], [0.898327, 0.976067, 1.091545], [1.735010, 0.232467, -0.463816]],
  "forces_ev_per_angstrom": [[-1.4, -1.1, 0.7], [1.1, -0.5, 0.7], [-3.2, 0.0, -1.3], [0.4, -1.7, 1.9], [1.1, 4.0, -0.3], [1.5, -0.4, 0.3], [-0.1, 2.0, -1.2], [0.5, -2.0, -1.6], [0.0, -0.4, 0.8]],
  "e_above_lowest_ev": 2.669,
  "largest_force_ev_per_a": 4.19,
  "spin_multiplicity": 1,
  "orbital_gap_ev": 10.2,
  "homo_ha": -0.346,
  "e_tot_ha": -192.69605
}